{"formula": "C10H28BClN2O9PS2", "method": "ωB97M-V/def2-TZVPD", "elements": ["N", "B", "O", "P", "N", "Cl", "C", "C", "C", "C", "O", "O", "H", "H", "H", "H", "H", "H", "H", "H", "H", "H", "H", "H", "O", "S", "O", "O", "C", "C", "C", "H", "H", "H", "H", "H", "H", "H", "H", "O", "S", "O", "O", "C", "C", "C", "H", "H", "H", "H", "H", "H", "H", "H"], "xyz": [[-1.768, -3.685, -3.063], [-0.822, -2.528, -2.994], [0.581, -2.617, -3.304], [-1.470, -0.780, -2.407], [-0.102, 0.305, -2.379], [-2.205, -0.921, -0.453], [-2.701, -0.136, -3.681], [-4.083, 0.422, -3.079], [-5.339, -0.323, -3.780], [-6.143, -1.293, -2.809], [-6.978, -2.075, -3.342], [-5.976, -1.376, -1.409], [-2.474, -3.570, -3.813], [-2.318, -3.636, -2.186], [0.721, -3.308, -3.997], [0.118, 0.653, -1.435], [-0.171, 1.062, -3.071], [-2.848, -0.972, -4.457], [-2.167, 0.711, -4.259], [-4.159, 1.522, -3.417], [-4.139, 0.443, -1.943], [-6.068, 0.488, -4.136], [-5.004, -0.940, -4.688], [-6.855, -1.673, -1.055], [1.659, -0.033, 3.346], [0.326, -0.576, 3.386], [-0.824, 0.254, 3.627], [0.298, -1.820, 4.417], [0.709, -1.593, 5.770], [-0.332, -0.816, 6.554], [0.038, -1.498, 1.903], [1.680, -1.091, 5.795], [0.841, -2.575, 6.229], [-0.452, 0.195, 6.159], [-0.044, -0.731, 7.604], [-1.307, -1.305, 6.489], [0.887, -2.155, 1.719], [-0.065, -0.783, 1.089], [-0.883, -2.069, 2.015], [6.750, 2.420, 0.448], [5.643, 3.182, -0.067], [5.282, 4.461, 0.484], [4.327, 2.237, -0.096], [3.902, 1.628, 1.126], [3.260, 2.632, 2.065], [5.836, 3.368, -1.815], [4.738, 1.114, 1.608], [3.164, 0.866, 0.861], [3.981, 3.378, 2.400], [2.861, 2.134, 2.951], [2.451, 3.168, 1.562], [6.080, 2.401, -2.253], [6.651, 4.072, -1.982], [4.912, 3.766, -2.233]], "forces_ev_per_angstrom": [[0.1, 2.1, 0.1], [2.5, -2.5, -0.6], [-3.8, 0.4, -0.4], [1.4, 2.1, 0.4], [-2.0, -0.7, 0.4], [0.3, 0.1, -2.0], [0.0, 0.3, -0.3], [-0.5, 0.8, -1.2], [0.4, 0.3, 1.4], [-3.0, -3.2, -1.6], [2.9, 3.1, 1.8], [-0.3, 1.2, -2.0], [0.5, -0.4, 0.4], [0.1, -0.4, -0.5], [0.0, 0.3, 1.0], [0.0, -0.1, -0.7], [0.0, -0.3, 0.6], [0.1, 1.1, 1.3], [-0.6, -1.3, 1.1], [0.3, -1.7, 0.7], [0.1, -0.4, -1.5], [0.9, -1.4, 0.6], [-0.7, 0.9, 1.4], [1.0, 0.0, -0.6], [-0.7, 0.0, 0.1], [0.0, -0.6, 0.7], [0.7, -0.1, -0.3], [-0.1, 0.4, -1.3], [0.2, 0.3, 1.2], [-0.2, 0.3, -0.1], [0.1, -0.2, 0.1], [-0.1, 0.0, -0.2], [0.0, 0.0, -0.4], [0.0, -0.1, 0.1], [0.0, -0.1, -0.1], [0.1, 0.0, 0.1], [0.0, 0.0, 0.1], [0.1, 0.1, 0.2], [0.1, 0.0, 0.1], [-0.6, 0.5, 0.0], [-0.2, -0.1, -0.1], [0.3, -0.6, -0.1], [0.6, 0.4, -0.6], [-0.3, -0.1, 1.0], [0.1, 0.3, 0.2], [-0.1, -0.1, -0.1], [0.0, 0.1, -0.1], [0.2, 0.1, -0.3], [0.0, -0.1, -0.1], [0.0, -0.1, -0.2], [0.0, -0.1, 0.0], [0.0, 0.0, 0.1], [0.0, 0.0, 0.2], [0.1, 0.0, 0.1]], "homo_energy_ev": -12.38, "charge": 1, "orbital_gap_ha": 0.275}